Record 1
Entry from the Open Molecules 2025 dataset: C3H7ClFN2O2 as an isolated structure (ωB97M-V with the def2-TZVPD basis set).

ORCA input file:
```
! RIJCOSX wB97M-V def2-TZVPD def2/J DEFGRID3
* xyz -1 1
C 0.997 -0.049 -0.726
C -0.330 0.235 -0.034
Cl 2.294 1.206 -0.248
H 0.869 0.122 -1.799
N 1.532 -1.352 -0.506
H 0.785 -2.008 -0.839
H 1.654 -1.519 0.489
N -0.940 1.469 -0.558
O -1.434 2.270 0.225
O -0.991 1.625 -1.770
C -0.295 0.223 1.479
H 0.234 1.089 1.904
H -1.312 0.210 1.887
H 0.200 -0.703 1.801
F -2.156 -2.019 -0.864
H -1.108 -0.799 -0.440
*
```

The value obtained for the relative energy (zero: lowest compared OMol25 entry of this formula, charge and spin) is 0.000 eV. The calculation puts the highest occupied orbital energy at -5.21 eV. For the LUMO energy, the calculation gives 3.3 eV. For the molecular weight, the calculation gives 157.6 g mol⁻¹. Its HOMO-LUMO gap is 8.53 eV.

Here are the natural (NBO) charges for atoms 1 to 2, given in e:
1 C 0.031
2 C -0.269



Record 2
Entry from the Open Molecules 2025 dataset: C19H45BBrCl2F12K2N2O8PS as an isolated structure (ωB97M-V with the def2-TZVPD basis set).

ORCA input file:
```
! RIJCOSX wB97M-V def2-TZVPD def2/J DEFGRID3
* xyz 0 1
C -2.955 2.266 -3.047
O -3.779 1.926 -1.933
C -4.386 0.631 -2.049
C -4.011 -0.305 -0.808
C -4.374 0.286 0.595
C -3.178 1.211 1.150
C -1.832 0.415 1.405
C -0.562 1.048 0.767
C -0.241 0.600 -0.715
C 0.507 -0.805 -0.792
C -0.153 -1.764 -1.883
P -1.667 -2.784 -1.276
H -3.584 2.839 -3.770
H -2.527 1.395 -3.584
H -2.089 2.886 -2.718
H -5.492 0.722 -2.140
H -4.047 0.065 -2.946
H -2.920 -0.467 -0.904
H -4.531 -1.278 -0.952
H -4.435 -0.572 1.303
H -5.395 0.804 0.563
H -2.951 2.127 0.489
H -3.531 1.643 2.174
H -1.926 -0.667 1.162
H -1.726 0.482 2.553
H -0.681 2.165 0.771
H 0.265 0.824 1.471
H -1.104 0.632 -1.421
H 0.484 1.362 -1.106
H 1.557 -0.654 -1.138
H 0.595 -1.271 0.215
H 0.624 -2.434 -2.336
H -0.477 -1.075 -2.730
H -1.391 -2.320 0.063
H -2.485 -2.033 -2.210
H -1.153 -4.029 -1.738
H -2.889 -3.381 -0.752
K -3.969 3.169 0.666
B 0.061 -6.363 -0.121
F -0.284 -5.060 0.300
F 0.197 -6.372 -1.502
F 1.259 -6.764 0.506
F -1.003 -7.256 0.273
C 1.206 -2.722 2.956
Cl 1.147 -0.984 3.238
Cl -0.274 -3.582 3.406
H 1.396 -2.909 1.901
H 2.022 -3.121 3.550
C -2.198 -2.651 -7.560
C -2.052 -3.274 -6.191
O -2.130 -4.471 -6.019
N -1.825 -2.444 -5.131
C -1.700 -1.001 -5.128
H -2.371 -3.433 -8.296
H -3.049 -1.969 -7.575
H -1.288 -2.122 -7.830
H -1.741 -2.935 -4.248
H -0.717 -0.746 -4.723
H -2.469 -0.591 -4.475
H -1.806 -0.574 -6.125
O 2.287 -4.786 -0.983
S 3.542 -5.243 -1.627
O 4.644 -5.231 -0.637
O 3.872 -4.321 -2.747
O 3.360 -6.615 -2.146
K 0.326 -2.133 -6.992
C 2.757 3.758 3.419
C 1.524 4.677 3.306
C 1.213 5.241 1.920
F 2.198 6.037 1.450
F 0.092 6.009 1.972
F 1.634 5.687 4.228
F 0.467 3.929 3.683
O 3.974 4.354 3.913
C 4.826 4.985 2.986
C 5.003 6.479 3.271
F 3.828 7.135 3.215
F 5.815 7.039 2.356
F 4.408 4.747 1.742
F 6.023 4.376 3.103
H 2.503 3.015 4.177
H 2.929 3.178 2.513
H 1.037 4.436 1.201
H 5.435 6.639 4.265
N 4.168 5.680 6.596
H 3.655 6.564 6.505
H 5.058 5.847 7.076
H 3.606 5.013 7.138
H 4.347 5.290 5.658
O 1.647 -6.372 3.099
H 2.001 -6.662 2.191
H 1.303 -7.118 3.614
H 0.978 -5.658 3.010
Br -0.432 1.714 3.919
*
```

The calculation puts the highest occupied orbital energy at -2.99 eV. For the LUMO energy, the calculation gives -2.0 eV. For the molecular weight, the calculation gives 960.4 g mol⁻¹. Its HOMO-LUMO gap is 1.01 eV.

Here are the Löwdin charges for atoms 1 to 2, given in e:
1 C -0.092
2 O -0.256



Record 3
Entry from the Open Molecules 2025 dataset: a 4-piece molecular cluster, C2H12O3S2 overall (ωB97M-V with the def2-TZVPD basis set).

ORCA input file:
```
! RIJCOSX wB97M-V def2-TZVPD def2/J DEFGRID3
* xyz 0 1
C -3.529 -0.262 2.056
C -2.762 0.236 0.853
S -2.323 -0.997 -0.372
S -1.690 -2.686 0.571
H -4.578 -0.569 1.888
H -3.528 0.639 2.728
H -3.006 -0.974 2.590
H -1.846 0.717 1.220
H -3.512 0.635 0.267
H -2.767 -3.234 0.729
H 4.364 0.193 1.402
H 3.026 -0.607 0.539
O 3.505 0.226 0.919
H 4.858 0.431 -1.934
H 4.683 1.965 -2.614
O 4.518 0.948 -2.718
H 1.422 0.514 -2.232
H 1.879 1.394 -3.361
O 1.286 1.432 -2.531
*
```

The value obtained for the relative energy (zero: lowest compared OMol25 entry of this formula, charge and spin) is 2.188 eV. The calculation puts the highest occupied orbital energy at -9.02 eV. For the LUMO energy, the calculation gives 0.3 eV. For the molecular weight, the calculation gives 148.2 g mol⁻¹. The SMILES is CCSS.O.O.O. Its HOMO-LUMO gap is 9.33 eV.

Here are the natural (NBO) charges for atoms 1 to 2, given in e:
1 C -0.610
2 C -0.547